1.
Here is 2 unconnected molecules or ions with the total composition C2H3NOS from the Open Molecules 2025 dataset. Energies are from the ωB97M-V functional and the def2-TZVPD basis.

Summary:
E_HOMO: -0.3246 Ha
energy relative to the best compared isomer or geometry (same formula, charge and spin): 127.6 kJ/mol
Kohn-Sham gap: 8.421 eV

Structure (XYZ):
```
8
Properties=species:S:1:pos:R:3:mulliken_charge:R:1
S 0.246 0.703 -1.571 -0.148
O 2.077 2.812 0.416 -0.368
N 2.552 0.946 1.761 -0.472
C 0.038 -0.149 -0.215 -0.178
C 2.168 1.933 1.178 0.589
H 2.164 0.332 2.534 0.308
H -0.714 -1.046 -0.211 0.243
H 0.519 0.184 0.726 0.027
```



2.
Here is a molecular structure, C4H4KNaO2 from the Open Molecules 2025 dataset. Energies are from the ωB97M-V functional and the def2-TZVPD basis.

Summary:
expectation value of S²: 0.796
spin multiplicity: 2
E_HOMO (alpha / beta): -0.3504 / -0.3511 Ha
charge: +1
Kohn-Sham gap (alpha / beta): 5.917 / 5.932 eV

Structure (XYZ):
```
12
Properties=species:S:1:pos:R:3:mulliken_charge:R:1
K 2.841 2.063 1.852 0.970
Na -5.139 -3.775 0.847 1.010
O -3.372 -3.030 -0.023 -0.873
O 0.483 0.293 2.561 -0.509
C -1.202 -0.713 1.184 -0.294
C -0.444 -0.502 2.425 0.109
C -1.379 -2.061 0.845 -0.216
C -2.103 -2.992 0.199 -0.186
H -2.691 0.035 1.151 0.162
H -0.888 -0.015 0.391 0.235
H -0.683 -1.192 3.260 0.331
H -1.517 -3.907 -0.044 0.262
```



3.
Here is a molecular structure, C4H12N2O2 from the Open Molecules 2025 dataset. Energies are from the ωB97M-V functional and the def2-TZVPD basis.

Summary:
E_HOMO: -0.2901 Ha
energy relative to the best compared isomer or geometry (same formula, charge and spin): 439.7 kJ/mol
Kohn-Sham gap: 8.625 eV

Structure (XYZ):
```
20
Properties=species:S:1:pos:R:3:mulliken_charge:R:1
O 1.492 0.605 1.940 -0.564
O -0.816 -0.948 1.854 -0.738
N -1.969 0.293 0.306 -0.529
N 0.043 -1.298 -0.448 -0.245
C -0.834 -0.331 0.802 0.543
C 0.668 1.040 0.873 -0.289
C 1.545 1.591 -0.253 -1.168
C -0.659 -1.627 -1.692 -0.857
H -1.480 -2.326 -1.521 0.289
H 0.733 -0.510 -0.033 0.361
H 0.045 -2.079 -2.391 0.340
H -1.061 -0.722 -2.144 0.289
H -1.819 1.095 -0.288 0.224
H 1.008 -0.109 2.385 0.399
H 0.929 2.045 -1.033 0.277
H -2.671 0.436 1.018 0.252
H 2.114 0.784 -0.724 0.379
H 0.410 -2.139 -0.006 0.309
H 0.054 1.878 1.238 0.363
H 2.266 2.324 0.118 0.365
```



4.
Here is a single C26H32N4O2S molecule from the Open Molecules 2025 dataset. Energies are from the ωB97M-V functional and the def2-TZVPD basis.

Summary:
E_HOMO: -0.2920 Ha
energy relative to the best compared isomer or geometry (same formula, charge and spin): 191.9 kJ/mol
Kohn-Sham gap: 8.216 eV

Structure (XYZ):
```
65
Properties=species:S:1:pos:R:3:mulliken_charge:R:1
S 3.878 -2.651 3.153 1.485
O 3.842 -1.999 4.437 -0.695
O 5.158 -2.819 2.528 -0.784
N -1.061 1.805 -1.300 0.202
N -2.662 2.868 -3.460 0.392
N 3.135 -4.158 3.170 0.086
N 0.350 0.140 -0.667 -0.302
C -2.586 1.457 -3.144 -0.693
C -3.757 4.553 -4.816 0.766
C 0.503 1.146 1.927 -1.210
C -1.946 3.713 -2.520 -0.972
C -1.784 3.047 -1.151 -1.062
C -6.185 3.163 -4.603 0.484
C 2.198 -4.381 5.451 -0.511
C -4.918 5.035 -5.399 -0.792
C -6.122 4.364 -5.293 -0.762
C -5.034 2.682 -3.999 -0.371
C 1.922 -4.201 3.957 -0.868
C -3.821 3.367 -4.067 0.547
C -7.467 2.388 -4.525 -1.543
C 1.844 -1.625 -0.154 -0.978
C -2.463 5.275 -5.062 -1.622
C -1.202 1.151 -2.585 -1.143
C 4.016 -5.288 3.382 -1.009
C 1.255 -0.001 1.575 0.971
C 2.785 -1.783 2.043 -0.513
C 4.360 -5.472 4.859 -0.408
C -0.280 1.758 0.999 -0.457
C 3.075 -5.611 5.672 -0.771
C 2.663 -2.264 0.735 -0.390
C 1.123 -0.474 0.240 -0.203
C -0.323 1.228 -0.327 0.850
C 2.100 -0.679 2.468 -0.240
H 1.389 -3.265 3.773 0.352
H -1.226 3.730 -0.506 0.627
H -1.066 0.080 -2.431 0.533
H -0.944 3.943 -2.905 0.284
H 3.310 -5.717 6.733 0.374
H -1.640 4.567 -5.119 0.344
H -5.096 1.752 -3.455 0.346
H -4.872 5.951 -5.971 0.410
H -2.520 5.818 -6.003 0.484
H 2.223 -0.336 3.484 0.539
H -7.556 1.728 -5.388 0.287
H -7.008 4.765 -5.763 0.390
H -2.757 0.889 -4.062 0.569
H 2.717 -3.494 5.813 0.288
H 0.558 1.519 2.940 0.436
H -2.772 2.876 -0.699 0.212
H 1.252 -4.480 5.987 0.397
H -0.873 2.617 1.266 0.346
H -0.430 1.496 -3.282 0.140
H 3.236 -3.136 0.461 0.456
H -2.243 5.998 -4.277 0.280
H -2.487 4.651 -2.388 0.591
H 4.993 -6.352 4.982 0.379
H 4.913 -4.593 5.196 0.283
H -8.324 3.059 -4.526 0.396
H -3.332 1.138 -2.398 0.375
H -7.500 1.776 -3.627 0.362
H 4.913 -5.094 2.794 0.439
H 3.513 -6.180 2.991 0.411
H 2.537 -6.509 5.353 0.297
H 1.312 -5.030 3.580 0.414
H 1.733 -1.968 -1.170 0.476
```



5.
Here is a single C7H7NS molecule from the Open Molecules 2025 dataset. Energies are from the ωB97M-V functional and the def2-TZVPD basis.

Summary:
E_HOMO: -0.2988 Ha
energy relative to the best compared isomer or geometry (same formula, charge and spin): 374.8 kJ/mol
Kohn-Sham gap: 8.704 eV

Structure (XYZ):
```
16
Properties=species:S:1:pos:R:3:mulliken_charge:R:1
S 2.314 -0.832 1.726 -0.131
N -0.906 -0.588 -1.025 0.042
C 1.092 -0.590 0.697 -0.490
C -1.948 0.450 -2.630 -0.497
C -0.161 -0.809 0.026 0.647
C -0.869 0.519 -1.801 -0.122
C 1.891 0.286 3.109 -0.784
C -2.746 -0.653 -2.218 -0.329
C -2.070 -1.328 -1.284 -0.344
H 0.824 0.285 3.370 0.291
H 2.101 1.391 2.629 0.228
H 2.590 0.069 3.820 0.325
H -3.776 -0.904 -2.686 0.307
H -2.283 -2.362 -0.823 0.293
H -2.029 1.124 -3.567 0.276
H 0.125 1.094 -1.731 0.288
```



6.
Here is 3 unconnected molecules or ions with the total composition C2H10N2O2 from the Open Molecules 2025 dataset. Energies are from the ωB97M-V functional and the def2-TZVPD basis.

Summary:
expectation value of S²: 0.750
spin multiplicity: 2
E_HOMO (alpha / beta): 0.0391 / -0.1394 Ha
charge: -1
energy relative to the best compared isomer or geometry (same formula, charge and spin): 94.9 kJ/mol
Kohn-Sham gap (alpha / beta): 2.595 / 7.475 eV

Structure (XYZ):
```
16
Properties=species:S:1:pos:R:3:mulliken_charge:R:1
O -1.070 -0.449 -1.619 -1.700
O -2.690 2.397 -4.822 -0.920
N 1.829 -1.840 2.774 -0.679
N 0.273 1.049 1.025 -0.335
C 1.574 -0.553 2.284 0.185
C 0.567 -0.242 1.454 -1.257
H -3.361 1.985 -5.343 0.355
H 0.876 1.763 1.423 0.093
H 2.797 -2.036 2.998 0.227
H -0.048 -1.039 1.056 0.366
H 1.541 -2.642 2.239 0.310
H -2.460 1.758 -4.145 0.458
H -0.962 -0.685 -0.671 0.228
H -0.453 -1.127 -2.015 0.910
H 2.229 0.270 2.542 0.232
H -0.643 1.392 0.819 0.526
```



7.
Here is a single CH5PS molecule from the Open Molecules 2025 dataset. Energies are from the ωB97M-V functional and the def2-TZVPD basis.

Summary:
E_HOMO: -0.3271 Ha
energy relative to the best compared isomer or geometry (same formula, charge and spin): 77.1 kJ/mol
Kohn-Sham gap: 9.563 eV

Structure (XYZ):
```
8
Properties=species:S:1:pos:R:3:mulliken_charge:R:1
S -2.657 -0.124 0.048 -0.375
P -0.789 0.362 0.063 0.193
C 0.962 -0.623 0.064 -0.925
H -0.398 1.370 0.868 0.071
H 1.406 -0.166 -0.784 0.311
H -0.434 1.156 -1.059 0.057
H 1.187 -0.425 1.111 0.338
H 0.723 -1.551 -0.310 0.332
```



no.,molecular weight (g mol⁻¹),F_max (eV/A)
1,89.1,2.71
2,146.2,2.27
3,120.2,3.41
4,464.6,1.10
5,137.2,11.73
6,94.1,1.74
7,80.1,4.36